Density functional theory data (ωB97M-V with the def2-TZVPD basis set) for 2 unconnected molecules or ions with the total composition C3H6ClNO.

M ... 107.54 g/mol
Maximum force ... 3.5 eV/A
E_HOMO (spin up / spin down) ... -7.3 / -8.4 eV
ΔE to the lowest compared entry with this formula, charge and spin ... 133.45 kcal per mole

```
12
C3H6ClNO | the Open Molecules 2025 dataset | ωB97M-V with the def2-TZVPD basis set
C -2.20500 -0.32015 -0.03917
C -1.02889 -0.75161 0.45071
C 0.00839 -0.82153 -0.46837
N 2.06767 1.02855 0.16486
O 0.80335 1.22560 -0.20655
Cl 1.41628 -1.36579 0.06890
H -3.05069 -0.31892 0.52812
H -2.18979 0.17378 -0.98376
H -0.81696 -1.12225 1.41759
H -0.08282 -0.32175 -1.47063
H 2.73900 1.26576 -0.51314
H 2.33947 1.32831 1.05143
```



Density functional theory data (ωB97M-V with the def2-TZVPD basis set) for 2 unconnected molecules or ions with the total composition C3H6ClNO4S.

M ... 187.60 g/mol
Maximum force ... 5.9 eV/A
E_HOMO ... -10.5 eV
ΔE to the lowest compared entry with this formula, charge and spin ... 61.44 kcal per mole

```
16
C3H6ClNO4S | the Open Molecules 2025 dataset | ωB97M-V with the def2-TZVPD basis set
C -1.00284 0.80564 1.13101
C -0.81008 -0.01101 -1.38837
C -0.91397 -0.14231 -0.03476
N -0.78230 -1.59526 0.44952
O -0.54073 -1.71858 1.65365
O -0.94742 -2.47246 -0.38771
O 3.22845 -0.45361 0.52286
O 1.78129 0.03565 -1.44655
S 1.93888 0.06581 0.20198
Cl 1.81662 2.14886 0.55884
H -1.76158 1.50294 0.93312
H -0.01734 1.42966 1.11530
H -0.92312 0.34360 2.13917
H -0.99055 0.92698 -1.86679
H -0.95877 -0.94368 -2.02073
H 0.88347 0.07779 -1.56054
```



Density functional theory data (ωB97M-V with the def2-TZVPD basis set) for C3H6ClNS in the gas phase.

M ... 123.61 g/mol
Maximum force ... 2.6 eV/A
E_HOMO ... -8.4 eV
ΔE to the lowest compared entry with this formula, charge and spin ... 11.09 kcal per mole

```
12
C3H6ClNS | the Open Molecules 2025 dataset | ωB97M-V with the def2-TZVPD basis set
N -1.39121 -0.52749 1.18916
C -0.68990 0.52303 0.62292
S -1.56021 1.99987 0.61978
C 0.79236 0.26065 0.19629
C 0.97431 -0.04718 -1.26961
Cl 0.13442 -1.52948 -1.75957
H -2.34307 -0.25301 1.51611
H -1.24246 -1.50694 0.99286
H 1.46298 1.07348 0.37450
H 1.13016 -0.46212 0.87411
H 2.03577 -0.28611 -1.39270
H 0.69684 0.75531 -1.96385
```



Density functional theory data (ωB97M-V with the def2-TZVPD basis set) for 2 unconnected molecules or ions with the total composition C3H6ClO3S.

Charge ... -1
M ... 157.60 g/mol
Maximum force ... 4.2 eV/A
E_HOMO ... -5.0 eV
ΔE to the lowest compared entry with this formula, charge and spin ... 16.85 kcal per mole

```
14
C3H6ClO3S | the Open Molecules 2025 dataset | ωB97M-V with the def2-TZVPD basis set
C -0.39043 -0.00321 -0.60830
C 1.40817 0.99813 0.88177
C 1.00357 0.46080 -0.38086
O 1.70758 0.34491 -1.39855
O 4.51152 -2.42470 0.34442
O 4.03570 -0.28111 1.51577
S 3.67130 -1.19526 0.44086
Cl 1.54146 -2.08769 1.22237
H -0.69528 -0.64629 0.24886
H -0.31686 -0.45294 -1.51804
H -1.11667 0.86935 -0.76359
H 2.48754 0.76697 1.09281
H 0.95428 0.35394 1.61632
H 1.21538 2.11641 1.01599
```



Density functional theory data (ωB97M-V with the def2-TZVPD basis set) for a molecular structure, C3H6CrO3.

M ... 142.07 g/mol
⟨S²⟩ ... 6.344
Multiplicity ... 5
Maximum force ... 4.3 eV/A
E_HOMO (spin up / spin down) ... -7.0 / -9.0 eV
ΔE to the lowest compared entry with this formula, charge and spin ... 35.08 kcal per mole

```
13
C3H6CrO3 | the Open Molecules 2025 dataset | ωB97M-V with the def2-TZVPD basis set
O 0.06566 0.11330 0.08815
C -0.04147 -1.31245 -0.14181
C -1.52268 -1.47957 -0.46867
O -2.11414 -0.37753 0.20210
C -1.26538 0.68593 -0.00784
Cr 1.70677 1.08118 0.27754
H 0.24846 -1.82390 0.78322
H -1.94766 -2.40651 -0.07224
H -1.70590 -1.41308 -1.55276
H -1.38786 1.43830 0.77886
H -1.37894 1.11986 -1.01484
H 0.62040 -1.60208 -0.96523
O 3.27921 1.66143 0.81193
```



Density functional theory data (ωB97M-V with the def2-TZVPD basis set) for a molecular structure, C3H6F2O.

M ... 96.08 g/mol
Maximum force ... 7.2 eV/A
E_HOMO ... -10.0 eV
ΔE to the lowest compared entry with this formula, charge and spin ... 93.66 kcal per mole

```
12
C3H6F2O | the Open Molecules 2025 dataset | ωB97M-V with the def2-TZVPD basis set
C 1.10794 0.26448 0.68750
C 0.31028 -0.86262 0.33477
C -1.11835 -0.31503 0.60995
H 0.06134 0.66777 -0.90814
H 0.56475 0.53055 1.74476
H 2.34062 0.01917 1.01412
H 0.27678 -1.69588 1.06013
H -1.85641 -1.08791 0.72522
H -1.22795 0.30880 1.52297
O 0.83498 1.44093 -0.33383
F 0.56133 -1.10636 -0.95684
F -1.52113 0.57403 -0.40780
```



Density functional theory data (ωB97M-V with the def2-TZVPD basis set) for C3H6F2OP2 in the gas phase.

M ... 158.02 g/mol
Maximum force ... 3.5 eV/A
E_HOMO ... -9.7 eV
ΔE to the lowest compared entry with this formula, charge and spin ... 9.27 kcal per mole

```
14
C3H6F2OP2 | the Open Molecules 2025 dataset | ωB97M-V with the def2-TZVPD basis set
O 1.39649 1.34845 0.08798
C 0.36694 0.80664 0.42052
C -0.16919 1.12234 1.82782
F -0.41573 -0.08387 2.51848
C -0.72975 -0.17423 -0.27570
F -1.96097 0.28623 0.09057
P -0.50896 -1.84712 0.38512
P -0.66575 -0.05697 -2.10319
H -1.00181 1.71160 1.53634
H 0.57490 1.56759 2.53490
H 0.91035 -1.80363 0.52863
H -0.06507 -2.38233 -0.76528
H 0.69302 -0.11720 -2.25719
H -0.61624 1.48603 -2.14352
```



Density functional theory data (ωB97M-V with the def2-TZVPD basis set) for a molecular structure, C3H6F2S.

M ... 112.14 g/mol
Maximum force ... 4.7 eV/A
E_HOMO ... -9.9 eV
ΔE to the lowest compared entry with this formula, charge and spin ... 75.86 kcal per mole

```
12
C3H6F2S | the Open Molecules 2025 dataset | ωB97M-V with the def2-TZVPD basis set
C 0.94873 0.32425 1.16846
C 0.05775 -1.22346 -0.84032
C -0.01466 -0.00398 -0.04385
F -1.30358 2.84455 0.84769
F -1.86115 0.31729 -1.80348
S -1.24619 1.15608 -0.40187
H 1.57985 -0.59588 1.03231
H 1.35167 1.30936 1.13524
H 0.35563 0.37429 2.02566
H 0.78079 -0.99159 -1.61676
H 0.25899 -2.13202 -0.19271
H -0.90783 -1.37889 -1.31038
```



Density functional theory data (ωB97M-V with the def2-TZVPD basis set) for a gas-phase ion, C3H6F3O (charge +1).

Charge ... +1
M ... 115.07 g/mol
Maximum force ... 3.1 eV/A
E_HOMO ... -18.4 eV
ΔE to the lowest compared entry with this formula, charge and spin ... 0.00 kcal per mole

```
13
C3H6F3O | the Open Molecules 2025 dataset | ωB97M-V with the def2-TZVPD basis set
C 0.64408 -1.19108 0.10828
C 0.75199 1.22294 -0.20078
C -1.40730 0.04470 0.02789
O -0.02110 0.03403 -0.40195
F -1.42260 -0.10853 1.30295
F -1.97862 -1.02134 -0.62402
F -1.94527 1.15420 -0.31619
H 1.15992 -1.72844 -0.69909
H 1.37325 -1.05574 0.84622
H -0.10515 -1.91370 0.40991
H 1.13259 1.41135 0.81556
H 1.63845 1.08312 -0.75508
H 0.17974 2.06850 -0.51370
```



Density functional theory data (ωB97M-V with the def2-TZVPD basis set) for C3H6F3P in the gas phase.

M ... 130.05 g/mol
Maximum force ... 3.1 eV/A
E_HOMO ... -9.5 eV
ΔE to the lowest compared entry with this formula, charge and spin ... 64.11 kcal per mole

```
13
C3H6F3P | the Open Molecules 2025 dataset | ωB97M-V with the def2-TZVPD basis set
C 0.69077 0.20181 -0.38990
C -0.34242 -0.45622 0.59741
P -2.13373 0.10982 0.46414
F -2.39132 0.07549 2.18497
F -2.41850 1.66474 0.45118
C -2.45326 -0.62356 -1.20026
F -3.58544 -0.76072 -2.03863
H 1.62979 -0.35969 -0.43647
H 1.23317 1.10216 -0.13007
H 0.13822 0.36268 -1.33688
H -0.49502 -1.44354 0.13844
H 0.02325 -0.40763 1.58953
H -2.25199 -1.75048 -0.84990
```



Density functional theory data (ωB97M-V with the def2-TZVPD basis set) for C3H6FI2NO2S in the gas phase.

M ... 392.96 g/mol
Maximum force ... 1.6 eV/A
E_HOMO ... -9.2 eV

```
16
C3H6FI2NO2S | the Open Molecules 2025 dataset | ωB97M-V with the def2-TZVPD basis set
C 1.69601 0.91542 0.30296
C 1.28915 -0.56103 0.19734
C 0.00083 -0.87135 -0.58316
I 0.19904 -2.86182 -1.34235
N -1.17613 -0.70040 0.36396
I -2.70929 -2.10093 0.09456
S -1.92439 0.82919 0.24327
O -1.72109 1.49137 1.47678
O -3.20252 0.79267 -0.36758
F -1.00478 1.54641 -0.81382
H 2.16601 1.11109 1.26653
H 0.85104 1.60375 0.22818
H 2.39831 1.18287 -0.48718
H 2.09812 -1.10168 -0.28953
H 1.16668 -1.00092 1.18857
H -0.12700 -0.27463 -1.47853
```



Density functional theory data (ωB97M-V with the def2-TZVPD basis set) for C3H6FIOS in the gas phase.

M ... 236.05 g/mol
Maximum force ... 4.0 eV/A
E_HOMO ... -9.0 eV
ΔE to the lowest compared entry with this formula, charge and spin ... 52.61 kcal per mole

```
13
C3H6FIOS | the Open Molecules 2025 dataset | ωB97M-V with the def2-TZVPD basis set
C 0.17710 2.13409 0.54347
C -1.08591 -1.57485 -0.50850
C 0.95782 0.12412 -0.38611
O -0.06228 0.86678 0.00306
F 0.44531 -3.47927 0.32644
S 0.70739 -1.68263 -0.36525
I 2.91815 0.74429 -0.00766
H -0.78914 2.53084 0.93972
H 0.34790 2.92539 -0.12543
H 1.08344 2.19934 1.34900
H -1.56500 -0.59281 -0.67182
H -1.63953 -1.99701 0.31116
H -1.49524 -2.19828 -1.40809
```



Density functional theory data (ωB97M-V with the def2-TZVPD basis set) for a gas-phase ion, C3H6FN2 (charge +1).

Charge ... +1
M ... 89.09 g/mol
Maximum force ... 4.5 eV/A
E_HOMO ... -15.9 eV
ΔE to the lowest compared entry with this formula, charge and spin ... 80.38 kcal per mole

```
12
C3H6FN2 | the Open Molecules 2025 dataset | ωB97M-V with the def2-TZVPD basis set
C -1.42106 0.01122 -0.33851
C 0.74312 -0.70013 0.02679
C 0.80343 0.75746 0.46849
N -0.71053 -0.96771 0.03313
N -0.03017 1.46577 -0.40863
F -2.73574 0.09640 -0.36108
H 0.99861 -0.66121 -0.99635
H 1.13238 -1.33250 0.73821
H 0.38291 0.86525 1.47647
H 1.80690 1.15125 0.52533
H -1.18913 -1.91452 0.17360
H 0.21926 1.22872 -1.33745
```



Density functional theory data (ωB97M-V with the def2-TZVPD basis set) for a gas-phase ion, C3H6FN2O (charge +1).

Charge ... +1
M ... 105.09 g/mol
Maximum force ... 3.2 eV/A
E_HOMO (spin up / spin down) ... -14.7 / -13.6 eV
ΔE to the lowest compared entry with this formula, charge and spin ... 130.42 kcal per mole

```
13
C3H6FN2O | the Open Molecules 2025 dataset | ωB97M-V with the def2-TZVPD basis set
C 0.86750 1.18690 -0.81938
C -0.74491 0.04886 0.49750
C 0.02535 -1.25665 -0.02135
N -0.21868 -1.41321 -1.40862
N 0.03557 1.22700 0.16572
O 0.70342 -1.76846 -2.16153
F 1.36911 -1.22931 0.27500
H 1.33244 2.11188 -0.98921
H -1.64004 -0.23538 -0.09056
H -0.98085 0.08694 1.59522
H -0.34314 -2.02588 0.60559
H -0.09978 1.96490 0.80887
H 1.68160 -1.92092 -1.76852
```



Density functional theory data (ωB97M-V with the def2-TZVPD basis set) for 2 unconnected molecules or ions with the total composition C3H6FNO.

M ... 91.08 g/mol
Maximum force ... 4.6 eV/A
E_HOMO (spin up / spin down) ... -7.6 / -7.3 eV
ΔE to the lowest compared entry with this formula, charge and spin ... 133.97 kcal per mole

```
12
C3H6FNO | the Open Molecules 2025 dataset | ωB97M-V with the def2-TZVPD basis set
C -1.50138 0.59258 -0.28080
C -1.05106 -0.32782 0.74050
C 1.46881 -0.12942 0.54491
N 1.53220 -0.37664 -0.88115
O -1.20931 -0.77036 -0.53141
F 1.52735 1.21543 0.87477
H -2.50722 0.81649 -0.42499
H -0.85798 1.37522 -0.78068
H -1.59714 -0.60627 1.71724
H 1.87930 -0.81003 1.23674
H 1.01478 0.38610 -1.33070
H 1.30166 -1.36528 -0.88442
```



Density functional theory data (ωB97M-V with the def2-TZVPD basis set) for C3H6FNO in the gas phase.

M ... 91.08 g/mol
Maximum force ... 2.2 eV/A
E_HOMO ... -8.7 eV
ΔE to the lowest compared entry with this formula, charge and spin ... 51.44 kcal per mole

```
12
C3H6FNO | the Open Molecules 2025 dataset | ωB97M-V with the def2-TZVPD basis set
N -1.86208 0.10263 -0.26666
C -0.48248 0.08149 -0.47651
C 0.57517 -0.65660 0.34142
O 1.66475 -1.29126 -0.28219
C 0.51050 0.87593 0.31786
F 1.55278 1.44720 -0.35797
H -2.35311 -0.73236 -0.52605
H -2.21275 0.45545 0.61321
H -0.19501 -0.08172 -1.47177
H 0.25088 -1.14645 1.30556
H 2.25642 -0.53471 -0.41355
H 0.29494 1.48041 1.21663
```



Density functional theory data (ωB97M-V with the def2-TZVPD basis set) for 3 unconnected molecules or ions with the total composition C3H6FNO2.

M ... 107.08 g/mol
Maximum force ... 5.5 eV/A
E_HOMO ... -8.6 eV
ΔE to the lowest compared entry with this formula, charge and spin ... 13.87 kcal per mole

```
13
C3H6FNO2 | the Open Molecules 2025 dataset | ωB97M-V with the def2-TZVPD basis set
O 2.60745 0.08373 0.59249
C 3.33040 0.86197 0.14248
O 3.96487 1.64556 -0.36636
C 0.02755 0.82572 0.82812
C -0.59946 0.12931 -0.21893
N -0.91661 -1.19183 -0.27250
H -0.06327 1.85898 0.95753
H 0.38381 0.25731 1.61289
H -0.93148 0.68281 -1.07991
H -0.66402 -1.75629 0.52304
H -0.65913 -1.72924 -1.10703
F -3.54014 -0.56463 -1.03816
H -2.93997 -1.10340 -0.57366
```



Density functional theory data (ωB97M-V with the def2-TZVPD basis set) for 2 unconnected molecules or ions with the total composition C3H6FNO2.

M ... 107.08 g/mol
Maximum force ... 5.0 eV/A
E_HOMO ... -7.2 eV
ΔE to the lowest compared entry with this formula, charge and spin ... 67.16 kcal per mole

```
13
C3H6FNO2 | the Open Molecules 2025 dataset | ωB97M-V with the def2-TZVPD basis set
C -0.53941 0.57937 3.05815
C 0.85782 -1.01851 -0.36964
C -0.15894 -0.57673 0.73801
N -1.11765 0.42887 -0.01629
O 0.31703 0.22045 3.68882
O -1.45972 1.07008 2.48810
F -1.05800 -1.62621 0.92009
H 1.05268 -2.05584 -0.43078
H 1.83362 -0.48768 -0.27316
H 0.29445 -0.60659 -1.23064
H -1.81135 -0.14397 -0.61224
H -0.56210 1.13039 -0.64824
H -1.74146 0.76874 0.76395
```



Density functional theory data (ωB97M-V with the def2-TZVPD basis set) for 2 unconnected molecules or ions with the total composition C3H6FNO4.

M ... 139.08 g/mol
Maximum force ... 3.4 eV/A
E_HOMO (spin up / spin down) ... -9.2 / -10.2 eV
ΔE to the lowest compared entry with this formula, charge and spin ... 91.92 kcal per mole

```
15
C3H6FNO4 | the Open Molecules 2025 dataset | ωB97M-V with the def2-TZVPD basis set
C -2.19647 1.07120 0.35233
C 0.42151 -1.07432 0.41887
C 0.74379 0.35783 0.49424
N 1.32581 0.92216 -0.57996
O 1.72579 2.09909 -0.50593
O 1.46108 0.12316 -1.61021
O 1.50574 -1.89048 0.32761
O -0.48384 -1.32551 -0.61478
F 0.83819 1.07547 1.57745
H -2.85399 0.63501 1.06155
H -1.31484 1.59600 0.57801
H -2.53716 1.08218 -0.65805
H -0.17588 -1.41999 1.29071
H 1.64364 -2.10310 -0.65364
H -0.10338 -1.14870 -1.47820
```



Density functional theory data (ωB97M-V with the def2-TZVPD basis set) for a molecular structure, C3H6FO2Pm.

Charge ... +1
M ... 238.08 g/mol
⟨S²⟩ ... 8.755
Multiplicity ... 6
Maximum force ... 3.1 eV/A
E_HOMO (spin up / spin down) ... -11.5 / -11.5 eV

```
13
C3H6FO2Pm | the Open Molecules 2025 dataset | ωB97M-V with the def2-TZVPD basis set
O -1.61896 -0.17276 1.91520
C -0.55562 -0.75447 1.60052
C 0.21874 -0.37535 0.45511
O -0.51410 0.54147 -0.32832
C 0.22364 1.14363 -1.38837
Pm -2.68158 1.35729 0.63636
H -0.14834 -1.54212 2.25426
H 0.87399 -1.44139 -0.14735
H 0.48725 0.37808 -2.13055
H -0.42085 1.89050 -1.86259
H 1.13472 1.61748 -0.99928
H 1.23147 0.01969 0.74659
F 1.76965 -2.66206 -0.75157
```